1.
Computed, not measured: an isolated ion of composition C6H10 and charge +1 in a non-equilibrium geometry, with ωB97M-V/def2-TZVPD.

XYZ file:
```
16
Properties=species:S:1:pos:R:3:forces:R:3
C -1.311259 -0.180167 -0.764884 2.13 -1.55 -0.91
C 0.055985 -0.841924 -0.124471 -2.89 2.50 0.40
C 0.548301 -1.751005 -1.046943 -0.22 -1.27 0.31
C 1.092392 0.463138 0.122341 1.85 0.89 -1.64
C 0.750660 1.706751 0.808656 -1.37 -2.63 1.38
C -0.003860 1.930352 1.844164 -0.28 0.88 -0.48
H -1.532034 0.870674 -0.630965 0.07 -0.06 0.82
H -2.031860 -0.936189 -0.478640 -0.68 0.57 -0.10
H -1.051889 -0.309311 -1.815050 -0.92 0.29 -0.32
H 0.843846 -2.746136 -0.720861 0.33 0.12 0.00
H 0.448368 -1.646392 -2.123093 0.40 0.48 0.02
H 1.969111 -0.045107 0.515520 0.22 0.42 0.20
H 1.317932 0.812895 -0.890441 0.13 -0.57 -0.23
H -0.259932 -1.250209 0.832678 0.96 -0.19 0.29
H -0.567335 1.052511 2.166017 -0.03 0.01 0.16
H -0.268427 2.870118 2.305970 0.30 0.10 0.11
```
Forces are in eV/Å.

Its total charge is +1. As for the total energy: -6370.708 eV. As for the HOMO energy (alpha / beta): -13.5956 / -14.8046 eV. The spin multiplicity is 2.

---

2.
Computed, not measured: C6H10BClNO3 as an isolated structure in a non-equilibrium geometry, with ωB97M-V/def2-TZVPD.

XYZ file:
```
22
Properties=species:S:1:pos:R:3:forces:R:3
B -1.400888 -0.769080 0.657618 4.60 0.00 -1.72
C 0.624717 0.679356 -2.665173 -0.19 -0.46 -1.31
C 1.096096 -0.649284 -2.190269 0.64 0.70 1.41
C 0.093340 1.565135 -1.815582 -0.69 1.19 -0.79
C 1.100674 -0.953116 -0.873023 -0.58 0.09 -1.48
C 0.456500 -0.149631 0.174610 -3.55 0.46 0.55
C 0.670836 -0.045768 2.530089 2.45 3.02 1.38
N 0.170837 1.321575 -0.376973 -2.85 1.20 2.58
O -1.437341 -2.101920 0.783090 1.81 1.88 -0.50
O -2.221501 0.279013 0.635443 4.06 0.71 -1.09
O 1.237930 0.004196 1.251699 1.31 0.22 -0.11
Cl 1.609322 -2.454127 -0.263802 0.33 -0.41 -0.06
H 0.680127 0.849861 -3.810064 -0.42 -0.08 2.26
H 1.565459 -1.369234 -2.833960 -0.08 0.04 -0.52
H -0.519143 2.503108 -2.033533 1.42 -1.37 -0.06
H 1.536646 0.343121 3.252554 -2.20 -0.98 -1.40
H 0.367582 -0.996270 2.756798 -0.45 -2.65 0.78
H -0.196239 0.594456 2.590330 -0.26 0.61 0.23
H 0.696781 2.079548 0.164562 0.16 -1.45 -1.12
H -0.835736 1.538363 0.066382 2.24 -0.67 -1.43
H -2.241025 -2.417103 1.086205 -2.73 -1.59 0.94
H -3.054973 0.147800 0.913000 -5.03 -0.45 1.48
```
Forces are in eV/Å.

Its total charge is +1. As for the total energy: -27208.416 eV. As for the HOMO energy: -12.3422 eV.

---

3.
Computed, not measured: one molecule with the formula C6H10Br2O in a non-equilibrium geometry, with ωB97M-V/def2-TZVPD.

XYZ file:
```
19
Properties=species:S:1:pos:R:3:forces:R:3
C 2.505068 0.795990 0.359147 2.30 2.38 -1.38
C 1.231345 0.410735 -0.314825 0.73 0.55 0.42
O 0.929824 0.688089 -1.467194 0.46 -0.36 1.88
C 0.407492 -0.387175 0.668057 -2.14 -1.93 -3.08
Br 1.195773 -2.232918 0.637435 0.07 0.78 0.17
C -1.053039 -0.452328 0.208118 -1.10 0.95 -0.23
C -1.662338 0.994411 0.046189 0.30 1.57 2.61
C -1.197102 -1.250019 -1.036807 -4.91 -0.15 -0.47
Br -2.035593 -1.415270 1.638266 -0.16 0.37 0.05
H 2.948205 0.263432 1.184425 -0.43 -0.89 -0.02
H 2.597873 1.838589 0.705614 -1.32 0.05 0.22
H 3.263886 0.994560 -0.416497 0.05 -0.97 -0.05
H 0.322056 -0.140876 1.663064 0.96 1.08 2.18
H -1.346315 1.721495 0.908435 0.25 -1.35 -1.40
H -2.720766 1.092335 0.260654 -0.44 -1.02 -0.24
H -1.541575 1.562394 -0.876966 0.66 -0.70 -0.18
H -1.156120 -2.273180 -0.882310 0.39 -2.00 0.72
H -2.228348 -1.193141 -1.609911 1.85 0.62 1.33
H -0.460327 -1.017123 -1.674893 2.47 1.02 -2.53
```
Forces are in eV/Å.

Its total charge is 0. As for the total energy: -148515.405 eV. As for the HOMO energy: -10.0689 eV. The SMILES is CC(=O)[C@H](Br)C(C)(C)Br.

---

4.
Computed, not measured: C6H10Br3NOS as an isolated structure in a non-equilibrium geometry, with ωB97M-V/def2-TZVPD.

XYZ file:
```
22
Properties=species:S:1:pos:R:3:forces:R:3
C -0.560324 -0.604767 -0.862252 1.69 1.95 4.47
C 0.461557 -1.341700 0.100336 -2.96 1.48 0.72
C -0.144656 0.894569 -0.850120 2.19 -1.24 -2.53
C 0.624849 -0.622074 1.453177 -4.91 0.39 -0.24
C -0.028692 1.594077 0.490895 -1.30 -1.82 -1.00
C -2.650182 0.403526 3.268105 0.50 0.38 -1.65
N 0.886225 0.792989 1.367788 -0.57 1.32 -1.55
O 1.888481 2.888945 2.057800 0.69 3.20 -0.87
S 1.712501 1.581532 2.530933 -0.65 -3.24 0.46
Br -3.808375 1.827427 3.488514 -0.38 0.33 0.32
Br -2.746328 -0.856246 4.553957 -0.24 -0.82 1.18
Br -0.008703 1.744025 4.053588 -0.17 0.18 0.67
H -0.394714 -1.084382 -1.741549 -0.17 -0.91 -3.01
H -1.608469 -0.625610 -0.508363 0.50 -0.51 -0.14
H -0.056102 -2.278966 0.323809 1.05 -0.42 -0.07
H 1.425150 -1.342540 -0.337927 0.83 -0.70 -0.83
H 0.878966 1.069995 -1.374116 -1.38 -0.78 0.71
H -0.828135 1.294417 -1.579268 -0.50 1.25 0.27
H -0.405107 -0.786389 2.056750 2.30 0.31 -0.93
H 1.416642 -1.072830 1.895691 2.26 -1.34 1.99
H 0.309442 2.550717 0.196296 0.85 1.06 0.71
H -1.085296 1.687150 0.776284 0.37 -0.08 1.31
```
Forces are in eV/Å.

Its total charge is 0. As for the total energy: -230879.921 eV. As for the HOMO energy: -8.7961 eV.

---

5.
Computed, not measured: a 2-piece molecular cluster, C6H10BrF overall in a non-equilibrium geometry, with ωB97M-V/def2-TZVPD.

XYZ file:
```
18
Properties=species:S:1:pos:R:3:forces:R:3
C 0.697077 1.488837 -1.103570 -0.08 -1.65 -2.98
C 1.400556 0.907221 -0.106667 0.28 1.36 0.93
C -1.822142 -3.333697 -0.793590 2.43 1.42 0.70
C 0.534614 2.530003 1.596933 1.00 0.45 1.90
C -0.933683 -2.087102 -0.645284 -1.28 -0.54 0.50
C 1.424963 1.419239 1.218209 1.22 -0.84 -1.08
F -1.377088 -1.010882 -1.403493 0.54 -1.11 0.94
Br 2.812531 -0.248887 -0.466883 0.48 -1.10 -0.49
H 0.606107 1.183260 -2.215791 0.63 0.19 2.23
H 0.141568 2.338719 -0.886760 -1.13 1.19 0.43
H -1.968218 -3.638042 -1.760602 -0.27 -0.29 -2.80
H -2.756625 -3.062048 -0.421495 -1.78 0.12 1.02
H -1.403357 -4.218844 -0.345610 0.18 0.00 0.85
H 1.056991 3.155073 2.385633 -0.84 -0.73 -0.68
H -0.410908 2.141500 1.991997 -0.02 0.37 -0.06
H 0.384179 3.178489 0.756529 -0.43 0.38 -0.31
H -0.726194 -1.854159 0.432061 0.18 0.41 -1.23
H 2.339623 1.111324 1.768383 -1.13 0.36 0.11
```
Forces are in eV/Å.

Its total charge is 0. As for the total energy: -79139.463 eV. As for the HOMO energy (alpha / beta): -8.5469 / -7.8250 eV.

---

6.
Computed, not measured: an isolated ion of composition C6H10BrN2 and charge +1 in a non-equilibrium geometry, with ωB97M-V/def2-TZVPD.

XYZ file:
```
19
Properties=species:S:1:pos:R:3:forces:R:3
C 1.256232 1.678791 1.008402 1.03 -2.62 0.65
C 0.425413 0.989608 -0.029927 -0.84 -1.76 -0.08
C 1.140001 0.434158 -1.203199 -0.63 -2.21 -0.01
C -0.384203 -0.188542 0.723384 -1.55 -1.63 -3.30
N 0.230144 -1.472227 0.671162 0.50 -0.58 -0.83
C -0.473575 -2.284601 -0.002471 -0.22 2.40 1.33
N -1.761806 -1.717948 -0.319183 -2.39 -0.92 -1.53
C -1.814144 -0.506140 0.135773 1.08 1.64 -0.78
Br -3.167574 0.702735 -0.377719 0.82 -0.89 0.67
H 2.074012 0.944009 1.441956 -1.27 1.60 -1.23
H 0.581535 1.776749 1.822439 -0.21 1.22 1.01
H 1.639857 2.577578 0.590151 0.56 0.80 0.20
H -0.382827 1.539154 -0.454119 -0.54 1.34 0.22
H 1.849727 -0.315533 -0.850067 0.41 0.28 -0.32
H 1.580224 1.206873 -1.772490 0.62 0.66 -0.74
H 0.401483 -0.140407 -1.813812 0.59 0.55 -0.04
H -0.398660 0.172479 1.658357 -0.62 0.99 3.66
H -0.209391 -3.228970 -0.324246 0.32 -1.92 -0.45
H -2.586446 -2.167773 -0.904395 2.34 1.05 1.60
```
Forces are in eV/Å.

Its total charge is +1. As for the total energy: -79398.299 eV. As for the HOMO energy: -15.1320 eV. The SMILES is CC(C)[C@@H]1N=C[NH+]=C1Br.

---

7.
Computed, not measured: C6H10ClErFO3 as an isolated structure in a non-equilibrium geometry, with ωB97M-V/def2-TZVPD.

XYZ file:
```
22
Properties=species:S:1:pos:R:3:forces:R:3
C 1.986535 -1.883316 0.460981 0.33 0.16 0.34
O 1.492439 -0.661902 1.071774 0.11 -0.34 0.03
C 0.599700 0.091406 0.378412 -0.41 0.78 0.33
C 1.329075 0.937379 -0.718204 0.01 0.18 0.22
C 1.766917 2.230249 -0.023786 0.91 0.02 0.24
O 2.832952 2.317934 0.529175 -0.84 -0.17 -0.34
C -0.592683 -0.725344 -0.186916 0.76 -0.30 -1.10
F -1.041265 -1.535552 0.762803 -0.25 -0.29 0.64
O -1.717374 0.063851 -0.694958 -0.03 0.35 0.40
C -2.836845 -0.015481 0.117873 0.07 0.14 0.08
Cl -2.753787 0.926420 1.596699 -0.13 0.17 0.08
H 1.476681 -2.720825 0.914406 -0.29 -0.21 -0.10
H 1.919534 -1.876209 -0.620072 -0.21 0.00 -0.27
H 3.030892 -1.961565 0.716906 0.30 0.07 0.15
H 0.171177 0.785939 1.100541 -0.22 0.05 0.24
H 0.702190 1.181398 -1.562865 -0.11 0.26 -0.29
H 2.250367 0.464303 -1.029929 0.07 -0.36 -0.23
H 1.126593 3.138094 0.001698 0.01 -0.06 0.02
H -0.275704 -1.328263 -1.027527 0.00 -0.14 -0.34
H -3.662344 0.481239 -0.450402 1.48 -2.24 1.97
H -3.183317 -1.024108 0.301941 0.01 -0.22 0.26
Er -4.425925 1.524647 -1.634594 -1.58 2.15 -2.34
```
Forces are in eV/Å.

Its total charge is +3. As for the total energy: -55349.262 eV. As for the HOMO energy (alpha / beta): -19.8634 / -19.6292 eV. The spin multiplicity is 4.

---

8.
Computed, not measured: one molecule with the formula C6H10ClN in a non-equilibrium geometry, with ωB97M-V/def2-TZVPD.

XYZ file:
```
18
Properties=species:S:1:pos:R:3:forces:R:3
Cl -3.039218 0.078706 0.256500 1.02 0.15 -0.63
C -1.290635 -0.038330 -0.334842 0.23 0.27 1.52
C -0.916521 -1.244810 -1.059609 -1.09 -2.70 -0.02
C -0.479576 -1.140347 0.411522 -0.34 0.66 -0.27
C 0.980381 -0.802479 0.787046 -0.93 1.35 -1.74
C 1.449306 0.542898 0.133604 0.59 -0.69 -1.07
C 0.377055 1.619628 0.246246 2.33 -0.51 1.81
N -0.628534 1.217083 -0.664628 -2.57 0.42 -0.30
H -0.086673 -1.262549 -1.750073 -0.24 0.47 -0.46
H -1.745733 -2.021137 -1.262240 1.54 1.35 0.28
H -1.014778 -1.853830 1.070379 0.26 0.98 -0.32
H 1.621837 -1.470242 0.292112 0.87 -1.60 -0.24
H 1.156414 -0.852974 1.839939 -0.06 0.17 0.72
H 2.506832 0.756448 0.416862 -0.95 0.23 0.19
H 1.461549 0.398860 -0.964400 0.50 -0.37 0.36
H 0.189263 1.495485 1.311357 -1.17 0.85 0.43
H 0.794640 2.618971 0.066283 -0.47 -0.25 -0.26
H -1.335617 1.958622 -0.796052 0.49 -0.77 -0.01
```
Forces are in eV/Å.

Its total charge is 0. As for the total energy: -20395.136 eV. As for the HOMO energy: -9.0789 eV. The SMILES is Cl[C@]12C[C@H]1CCCN2.

---

9.
Computed, not measured: an isolated ion of composition C6H10ClN2 and charge +1 in a non-equilibrium geometry, with ωB97M-V/def2-TZVPD.

XYZ file:
```
19
Properties=species:S:1:pos:R:3:forces:R:3
C -3.035709 1.307763 0.472218 -0.51 0.20 -0.12
C -2.539129 0.864401 1.660444 0.61 0.07 -1.29
C -0.591826 0.575668 0.455864 -1.63 1.05 -5.31
C 0.573975 -0.134609 -1.710719 0.53 -0.75 -1.68
C 1.566901 -0.535578 0.558960 -2.09 -0.76 -0.15
C 0.713092 0.376066 -0.291506 -1.19 0.37 1.19
N -2.246829 1.221340 -0.607573 2.80 -1.57 3.61
N -1.226638 0.475797 1.520848 0.09 -0.38 0.62
Cl -2.496871 1.959567 -2.068892 0.09 0.20 0.03
H -4.036388 1.700917 0.464277 -0.28 0.10 -0.51
H -2.903763 0.532629 2.573576 -1.48 0.16 1.20
H 1.410955 0.035246 -2.466972 -0.56 0.21 1.68
H -0.281713 0.252581 -2.233634 -0.50 0.29 0.04
H 0.463783 -1.228804 -1.704561 -0.11 0.28 0.16
H 2.545844 -0.482806 0.259396 2.50 0.34 -0.42
H 1.216707 -1.503358 0.288961 -0.05 -1.16 -0.03
H 1.436484 -0.485024 1.614141 0.23 0.58 0.90
H 1.043055 1.382154 -0.202969 0.92 1.12 -0.55
H -0.824682 0.021621 2.315949 0.64 -0.34 0.63
```
Forces are in eV/Å.

Its total charge is +1. As for the total energy: -21875.439 eV. As for the HOMO energy (alpha / beta): -12.9701 / -12.9703 eV.

---

10.
Computed, not measured: a 2-piece molecular cluster, C6H10ClNO2 overall in a non-equilibrium geometry, with ωB97M-V/def2-TZVPD.

XYZ file:
```
20
Properties=species:S:1:pos:R:3:forces:R:3
O 0.088532 2.551856 -1.393825 0.48 0.13 -0.27
C 0.138277 1.841955 -0.445893 -2.43 0.62 1.04
O -0.970775 1.757542 0.428109 1.42 -0.43 -1.50
C -0.738470 0.694967 1.330825 -0.05 -0.27 0.73
N 0.614409 0.150779 1.179821 0.07 3.19 -0.53
C 0.666385 -1.236091 0.873230 1.69 -1.45 2.72
C 0.533213 -1.368883 -0.633254 0.12 -3.66 0.26
C 1.365856 -0.224942 -1.076559 3.23 0.86 -0.86
C 1.178872 0.917273 0.043650 1.73 -1.67 -0.14
H -1.375787 -0.174729 1.135730 -0.77 0.58 0.24
H -0.894896 1.188735 2.291620 -0.08 -0.69 0.32
H -0.074544 -1.647559 1.615315 0.53 -0.51 -1.29
H 1.714015 -1.570415 1.285706 -1.79 0.11 -1.05
H -0.557123 -1.285980 -0.838843 0.73 -0.06 -0.48
H 0.992245 -2.457036 -1.028996 -1.55 2.95 0.94
H 2.501345 -0.569465 -1.222961 -2.35 0.86 0.72
H 1.094281 0.138151 -2.060167 -0.12 0.30 -0.11
H 2.099016 1.506246 0.353766 -0.89 -0.85 -0.74
Cl -3.639221 0.224060 -1.018143 -0.40 -0.23 0.11
H -4.735622 -0.436460 -0.819127 0.43 0.23 -0.10
```
Forces are in eV/Å.

Its total charge is 0. As for the total energy: -24490.634 eV. As for the HOMO energy: -9.1406 eV. The SMILES is O=C1OCN2CCC[C@@H]12.Cl.

---

11.
Computed, not measured: a 2-piece molecular cluster, C6H10ClNO2 overall in a non-equilibrium geometry, with ωB97M-V/def2-TZVPD.

XYZ file:
```
20
Properties=species:S:1:pos:R:3:forces:R:3
C -1.174419 -1.553115 -0.358762 1.80 3.07 6.38
C -0.299107 1.529215 -0.773647 -1.85 1.41 -1.46
C -1.665452 0.930661 -0.487760 -0.85 0.93 -0.43
C 0.499716 1.030165 0.312193 3.60 -0.25 0.87
C -1.459732 -0.282609 0.408658 -0.18 1.11 0.02
C 0.431911 -1.294987 1.176811 -1.06 -1.76 2.14
N -0.150482 -0.027743 1.010042 -1.34 -0.91 -0.25
O -0.078310 -2.141911 0.080559 3.26 -1.15 1.37
O -1.774574 -1.900909 -1.315982 -4.20 -2.39 -6.99
Cl 4.809881 -0.607868 -0.455631 -0.18 -0.13 -0.17
H -0.002483 1.311980 -1.744593 0.98 -1.09 -1.73
H -0.349432 2.642741 -0.831975 -0.05 -0.71 0.49
H -2.092900 1.708641 0.113685 -1.19 0.23 0.34
H -2.237396 0.795168 -1.426786 0.06 -0.23 0.85
H 1.553827 0.760800 0.054783 -0.70 0.07 0.08
H 0.562019 1.824716 0.997791 0.53 1.12 1.22
H -2.273504 -0.378009 1.190045 0.51 -0.05 -0.55
H 1.521089 -1.357557 1.184564 -0.18 0.29 -0.12
H 0.003658 -1.702790 2.213986 0.90 0.31 -2.24
H 4.175694 -1.286581 -1.347981 0.13 0.13 0.18
```
Forces are in eV/Å.

Its total charge is 0. As for the total energy: -24485.741 eV. As for the HOMO energy (alpha / beta): -4.4285 / -9.3272 eV. The spin multiplicity is 3.

---

12.
Computed, not measured: C6H10CuO3 as an isolated structure in a non-equilibrium geometry, with ωB97M-V/def2-TZVPD.

XYZ file:
```
20
Properties=species:S:1:pos:R:3:forces:R:3
O 2.152204 -0.459978 0.561063 1.34 0.51 -0.99
Cu 3.766401 1.044941 0.218385 -0.35 -0.11 0.04
O 1.739850 1.402061 -0.623378 0.51 0.07 -1.09
C 1.529955 0.276178 -0.214082 -1.27 0.26 2.65
O 0.134819 -0.202642 -0.297334 1.67 -1.54 0.80
C -0.953259 0.663508 -0.768971 -0.51 0.26 0.13
H -1.702861 -0.057933 -1.115243 0.17 0.31 -0.13
H -0.513154 1.245830 -1.583569 -0.21 -0.25 0.09
C -1.468480 1.531401 0.330643 -0.17 0.22 0.14
C -1.541738 2.857212 0.226870 0.08 -0.20 -0.01
H -1.861935 1.021079 1.215120 0.04 0.14 -0.27
H -2.020378 3.457495 1.002101 0.23 -0.17 -0.22
H -1.138792 3.384099 -0.641937 -0.18 -0.16 0.23
C -0.046223 -1.517616 0.560592 -1.95 -0.12 -0.58
C 0.596312 -2.687682 -0.135560 0.32 0.14 -0.33
H 0.203983 -1.421792 1.618710 0.61 0.78 -0.48
H -1.140582 -1.565544 0.554758 0.14 -0.18 -0.28
H 1.690173 -2.593863 -0.130345 -0.46 -0.18 0.08
H 0.313934 -3.604783 0.399917 0.02 0.27 -0.10
H 0.259765 -2.771963 -1.177738 -0.03 -0.02 0.33
```
Forces are in eV/Å.

Its total charge is +1. As for the total energy: -57157.187 eV. As for the HOMO energy: -13.8264 eV.